# 1
The following is a quantum chemistry calculation of the molecule H3OPS2, from the OMol25 dataset.

Geometry as ORCA input:
```
! RIJCOSX wB97M-V def2-TZVPD def2/J DEFGRID3
* xyz 0 1
O -0.01 -1.18 0.86
P 0.20 -0.06 -0.41
S 1.76 1.06 -0.20
S -1.51 1.04 0.01
H 0.30 -2.04 0.62
H -0.25 -0.62 -1.62
H -0.49 1.79 0.74
*
```

**ΔE to the lowest compared entry with this formula, charge and spin**: 76.1 kJ/mol
**E_tot**: -1214.783075 Ha
**Kohn-Sham gap**: 0.35356 Ha
**Highest occupied orbital energy**: -0.340 Eh
**Lowest unoccupied orbital energy**: 0.378 eV



# 2
The following is a quantum chemistry calculation of C2H6ClNO5P2Ti as an isolated structure, from the OMol25 dataset.

Geometry as ORCA input:
```
! RIJCOSX wB97M-V def2-TZVPD def2/J DEFGRID3
* xyz 2 1
N -1.70 1.86 0.43
P -1.49 0.46 -0.22
O -2.18 -0.73 0.70
O -2.16 0.54 -1.73
C 0.39 0.24 -0.42
O 0.87 1.49 -0.86
C 2.27 1.67 -0.68
O 2.64 2.49 0.05
P 1.27 -0.38 1.14
O 1.15 -2.16 1.20
Cl 0.25 0.27 2.82
H -2.22 1.78 1.31
H -2.32 -1.56 0.21
H -1.52 0.14 -2.35
H 0.59 -0.52 -1.23
H 2.98 1.05 -1.27
H 0.90 -2.51 0.32
Ti 0.28 -4.12 0.58
*
```

**E_tot**: -2502.216188 Ha
**Kohn-Sham gap**: 0.09633 Ha
**Highest occupied orbital energy**: -0.551 Eh
**Lowest unoccupied orbital energy**: -12.377 eV



# 3
The following is a quantum chemistry calculation of C43H84Cl14F2HfO10 as an isolated structure, from the OMol25 dataset.

Geometry as ORCA input:
```
! RIJCOSX wB97M-V def2-TZVPD def2/J DEFGRID3
* xyz 0 1
Hf -2.55 -0.27 0.06
C 1.21 -0.12 -1.55
O 1.73 0.74 -0.73
O -1.02 0.13 -1.26
O -0.87 -0.96 0.87
F -4.62 -0.35 0.15
F -2.38 1.23 1.30
Cl 1.34 -4.92 -2.01
C 2.82 -5.27 -2.99
C 3.91 -4.20 -3.11
Cl 4.89 -4.11 -1.61
H 2.44 -5.61 -3.95
H 3.21 -6.14 -2.51
H 3.54 -3.20 -3.23
H 4.53 -4.33 -3.99
Cl 2.79 3.65 -4.59
C 3.01 3.18 -2.89
C 2.28 4.12 -2.00
Cl 3.21 5.52 -1.44
H 4.06 3.07 -2.64
H 2.58 2.18 -2.87
H 1.94 3.61 -1.12
H 1.49 4.59 -2.58
Cl 1.70 3.36 2.59
C 0.91 1.83 2.96
C 1.64 1.27 4.17
Cl 1.28 -0.47 4.40
H 0.93 1.23 2.07
H -0.14 2.03 3.10
H 1.31 1.75 5.09
H 2.70 1.38 4.01
Cl -4.87 4.35 2.51
C -3.63 4.68 3.69
C -2.96 3.31 3.94
Cl -1.75 3.45 5.30
H -4.02 5.02 4.67
H -2.91 5.38 3.27
H -2.50 2.94 3.06
H -3.77 2.63 4.22
Cl 3.87 -0.83 -1.26
C 5.56 -0.48 -1.54
C 5.60 -0.23 -3.00
Cl 7.28 0.06 -3.42
H 6.26 -1.23 -1.22
H 5.73 0.44 -0.97
H 5.11 0.65 -3.37
H 5.21 -1.06 -3.59
Cl 1.09 -4.03 1.73
C 2.38 -2.80 1.66
C 3.79 -3.37 1.69
Cl 4.32 -3.70 3.42
H 2.21 -2.07 2.45
H 2.23 -2.39 0.66
H 4.41 -2.56 1.31
H 3.96 -4.26 1.15
Cl -1.61 -5.07 4.16
C -0.02 -5.37 4.86
C 0.60 -4.11 5.46
Cl -0.31 -3.58 6.91
H 0.68 -5.59 4.05
H -0.14 -6.23 5.50
H 0.63 -3.30 4.77
H 1.62 -4.39 5.68
C 1.91 -0.51 -4.86
C 1.19 -1.89 -4.66
C 0.17 -1.87 -5.79
O -0.26 -0.55 -5.94
C 0.72 0.32 -5.37
H 2.59 -0.57 -5.71
H 2.30 0.08 -4.00
H 0.64 -1.98 -3.72
H 1.90 -2.72 -4.68
H -0.67 -2.51 -5.44
H 0.46 -2.32 -6.75
H 0.18 0.85 -4.53
H 1.09 1.06 -6.04
C -4.26 3.70 -1.64
C -2.95 3.62 -2.53
C -2.36 2.24 -2.21
O -3.22 1.67 -1.16
C -3.88 2.77 -0.48
H -5.02 3.21 -2.24
H -4.59 4.71 -1.38
H -2.22 4.37 -2.28
H -3.23 3.73 -3.60
H -1.38 2.26 -1.75
H -2.35 1.45 -2.95
H -3.21 3.27 0.22
H -4.78 2.38 0.02
C 0.21 7.07 0.41
C -0.67 5.83 0.05
C -1.29 5.60 1.48
O -1.46 6.90 2.08
C -0.65 7.83 1.39
H 0.49 7.66 -0.48
H 1.14 6.75 0.85
H -0.04 4.99 -0.21
H -1.42 6.08 -0.67
H -0.69 5.00 2.16
H -2.26 5.11 1.34
H -0.02 8.40 2.12
H -1.30 8.53 0.84
C -2.27 -4.94 -0.06
C -3.25 -4.72 -1.27
C -3.83 -3.31 -0.91
O -2.75 -2.59 -0.44
C -1.73 -3.45 0.09
H -1.51 -5.68 -0.26
H -2.81 -5.31 0.83
H -4.03 -5.45 -1.49
H -2.66 -4.56 -2.20
H -4.59 -3.41 -0.11
H -4.25 -2.82 -1.78
H -1.53 -3.24 1.14
H -0.83 -3.24 -0.46
C -3.61 -0.95 -4.76
C -4.53 0.20 -4.28
C -4.84 -0.23 -2.83
O -3.58 -0.83 -2.37
C -2.78 -1.22 -3.52
H -2.97 -0.63 -5.56
H -4.26 -1.79 -5.05
H -5.47 0.28 -4.83
H -4.03 1.16 -4.26
H -5.60 -1.07 -2.77
H -5.06 0.64 -2.22
H -2.58 -2.30 -3.42
H -1.89 -0.61 -3.49
C -4.48 -2.00 4.13
C -3.31 -1.15 4.75
C -2.36 -0.91 3.53
O -3.20 -1.04 2.42
C -4.07 -2.15 2.66
H -5.46 -1.49 4.25
H -4.48 -2.97 4.63
H -2.78 -1.61 5.59
H -3.67 -0.16 5.05
H -1.57 -1.65 3.50
H -1.91 0.07 3.48
H -3.58 -3.14 2.53
H -4.90 -2.03 1.94
C 6.96 -0.14 3.25
C 5.49 0.08 3.55
C 4.75 -0.02 2.19
O 5.45 -1.00 1.44
C 6.89 -0.99 1.87
H 7.54 -0.60 4.07
H 7.45 0.80 3.01
H 5.24 1.02 4.07
H 5.22 -0.74 4.23
H 4.69 0.95 1.65
H 3.73 -0.39 2.22
H 7.44 -0.48 1.00
H 7.36 -1.96 1.94
*
```

**E_tot**: -9131.556617 Ha
**Kohn-Sham gap**: 0.23652 Ha
**Highest occupied orbital energy**: -0.350 Eh
**Lowest unoccupied orbital energy**: -3.088 eV



# 4
The following is a quantum chemistry calculation of C6H21O6V as an isolated structure, from the OMol25 dataset.

Geometry as ORCA input:
```
! RIJCOSX wB97M-V def2-TZVPD def2/J DEFGRID3
* xyz -1 4
V -0.14 -0.34 0.44
C -2.18 0.80 -2.85
C -2.40 1.56 -1.54
O -1.68 1.02 -0.45
H -2.54 1.28 -3.76
H -2.63 -0.19 -2.76
H -1.12 0.72 -3.08
H -3.47 1.53 -1.31
H -2.04 2.58 -1.67
C 3.29 -1.51 -2.07
C 1.87 -1.17 -2.23
O 1.45 -0.28 -1.20
H 3.99 -0.68 -2.03
H 3.55 -2.09 -2.96
H 3.38 -2.19 -1.22
H 1.32 -2.11 -2.21
H 1.60 -0.62 -3.14
C -0.12 1.96 3.32
C 0.72 2.48 2.11
O 1.04 1.58 1.13
H -1.13 1.72 2.98
H -0.31 2.73 4.06
H 0.31 1.15 3.91
H 1.56 2.93 2.65
H 0.29 3.44 1.82
O -1.10 -2.27 -0.08
H -1.99 -2.39 -0.42
H -0.78 -3.17 0.05
O -1.39 -0.82 2.25
H -2.32 -0.76 2.04
H -1.35 -0.79 3.21
O 1.22 -1.77 1.48
H 2.14 -1.98 1.33
H 0.95 -2.35 2.19
*
```

**ΔE to the lowest compared entry with this formula, charge and spin**: 130.2 kJ/mol
**E_tot**: -1636.583975 Ha
**Kohn-Sham gap (spin up / spin down)**: 0.16835 / 0.18156 Ha
**Highest occupied orbital energy (spin up / spin down)**: -0.095 / -0.109 Eh
**Lowest unoccupied orbital energy (spin up / spin down)**: 1.985 / 1.970 eV
**⟨S²⟩**: 3.75



# 5
The following is a quantum chemistry calculation of C3H6N2O as an isolated structure, from the OMol25 dataset.

Geometry as ORCA input:
```
! RIJCOSX wB97M-V def2-TZVPD def2/J DEFGRID3
* xyz 0 1
C -0.99 -0.33 0.13
C -0.44 1.15 0.31
C 0.32 -0.94 -0.14
N 0.98 0.05 -1.13
N 1.01 0.87 0.13
O 1.14 -0.41 0.92
H -1.24 -0.78 1.06
H -1.67 -0.59 -0.58
H -0.90 2.01 -0.13
H -0.39 1.27 1.36
H 0.29 -1.98 -0.50
H 1.87 -0.33 -1.43
*
```

**ΔE to the lowest compared entry with this formula, charge and spin**: 514.7 kJ/mol
**E_tot**: -302.497045 Ha
**Kohn-Sham gap**: 0.39812 Ha
**Highest occupied orbital energy**: -0.358 Eh
**Lowest unoccupied orbital energy**: 1.087 eV



# 6
The following is a quantum chemistry calculation of the molecule C6H10O, from the OMol25 dataset.

Geometry as ORCA input:
```
! RIJCOSX wB97M-V def2-TZVPD def2/J DEFGRID3
* xyz 0 1
C 2.58 0.26 0.08
C 1.09 0.07 0.35
C 0.22 1.26 0.06
C -1.09 1.20 -0.24
C -1.89 -0.02 -0.39
C -1.68 -1.19 0.23
O -2.35 -2.35 -0.02
H 2.78 0.43 -0.99
H 3.00 1.11 0.64
H 3.13 -0.63 0.38
H 0.96 -0.23 1.39
H 0.73 -0.77 -0.26
H 0.69 2.25 0.10
H -1.61 2.13 -0.44
H -2.71 0.03 -1.11
H -0.97 -1.33 1.03
H -2.88 -2.23 -0.82
*
```

**ΔE to the lowest compared entry with this formula, charge and spin**: 83.0 kJ/mol
**E_tot**: -309.810773 Ha
**Kohn-Sham gap**: 0.33537 Ha
**Highest occupied orbital energy**: -0.301 Eh
**Lowest unoccupied orbital energy**: 0.931 eV



# 7
The following is a quantum chemistry calculation of the molecule C2H5NO3S, from the OMol25 dataset.

Geometry as ORCA input:
```
! RIJCOSX wB97M-V def2-TZVPD def2/J DEFGRID3
* xyz 0 1
C -0.89 0.24 -0.52
C 1.85 0.30 0.01
N 2.64 1.45 -0.46
O 2.00 2.46 -0.36
O 3.78 1.32 -0.67
O 0.65 -0.99 -2.15
S 0.54 0.32 -1.55
H -1.80 0.12 -1.14
H -0.90 1.18 0.10
H -0.81 -0.74 0.06
H 1.37 0.50 0.93
H 2.25 -0.58 -0.22
*
```

**ΔE to the lowest compared entry with this formula, charge and spin**: 538.0 kJ/mol
**E_tot**: -757.695988 Ha
**Kohn-Sham gap**: 0.35875 Ha
**Highest occupied orbital energy**: -0.360 Eh
**Lowest unoccupied orbital energy**: -0.044 eV



# 8
The following is a quantum chemistry calculation of the molecule C4H8FN, from the OMol25 dataset.

Geometry as ORCA input:
```
! RIJCOSX wB97M-V def2-TZVPD def2/J DEFGRID3
* xyz 0 1
C -1.15 1.82 0.22
C -1.05 0.64 -0.40
C -0.81 -0.70 0.19
C 0.82 -1.25 -0.20
N 1.63 -0.34 0.59
F 0.97 -1.00 -1.57
H -1.32 2.66 -0.51
H -0.83 1.94 1.32
H -1.11 0.66 -1.45
H -1.48 -1.46 -0.26
H -0.72 -0.56 1.38
H 1.09 -2.28 -0.03
H 1.44 0.59 0.22
H 2.52 -0.73 0.49
*
```

**ΔE to the lowest compared entry with this formula, charge and spin**: 140.6 kJ/mol
**E_tot**: -311.765829 Ha
**Kohn-Sham gap**: 0.39211 Ha
**Highest occupied orbital energy**: -0.349 Eh
**Lowest unoccupied orbital energy**: 1.171 eV